## i
Density functional theory data (ωB97M-V/def2-TZVPD) for a 3-piece molecular cluster, C2H3N2O2S overall.

Structure (ORCA input):
```
! wB97M-V def2-TZVPD RIJCOSX def2/J DEFGRID3
* xyz -1 1
C -0.465 -0.755 -1.651
C -2.107 1.219 1.771
N -1.278 -1.226 -2.293
N 3.537 -0.657 -1.108
O 2.552 -0.001 -0.770
O 3.928 -1.660 -0.508
S -2.439 -0.089 2.625
H -1.380 2.017 2.120
H 0.427 -0.426 -1.157
H -2.774 1.577 0.970
*
```

Summary:
HOMO in eV: -2.89
E_LUMO in hartree: 0.063

---

## ii
Density functional theory data (ωB97M-V/def2-TZVPD) for an isolated ion of composition C2H3N2O2S and charge -1.

Structure (ORCA input):
```
! wB97M-V def2-TZVPD RIJCOSX def2/J DEFGRID3
* xyz -1 1
C 0.868 0.094 1.322
N -0.376 0.082 0.965
O -1.363 -0.296 1.694
N -0.809 0.401 -0.312
C -0.114 -0.022 -1.847
O -0.767 0.294 -2.763
S 1.375 -0.729 -1.797
H 1.657 0.297 0.605
H 1.258 -0.129 2.347
H -1.728 0.009 -0.213
*
```

Summary:
Structure (SMILES): C=[N+]([O-])NC([O-])=S
HOMO in eV: -4.09
E_LUMO in hartree: 0.135

---

Which is most stable? The ranking, best first, is ii, i.

---

## i
Density functional theory data (ωB97M-V/def2-TZVPD) for one molecule with the formula C13H15N3O3.

Structure (ORCA input):
```
! wB97M-V def2-TZVPD RIJCOSX def2/J DEFGRID3
* xyz 0 1
N 2.269 -1.973 -0.879
C 1.078 -1.893 -1.712
C -0.144 -1.658 -0.927
O -1.068 -1.437 -1.717
N -0.243 -1.767 0.365
C -1.378 -1.360 1.137
C -0.933 -0.158 1.979
C -0.444 0.944 1.090
C -1.194 2.007 0.577
N -0.399 2.685 -0.343
C 0.869 2.304 -0.307
C 1.992 2.688 -1.096
C 3.180 1.972 -0.736
C 3.313 0.910 0.184
C 2.212 0.553 0.929
C 0.915 1.175 0.619
C -2.836 -1.153 0.629
O -3.658 -1.106 1.541
O -3.158 -1.012 -0.669
H 2.302 -2.969 -0.637
H 3.041 -1.510 -1.263
H 0.951 -2.792 -2.412
H 1.170 -0.950 -2.315
H 0.619 -1.983 0.854
H -1.642 -2.227 1.800
H -1.785 0.051 2.558
H -0.144 -0.452 2.579
H -2.291 2.321 0.724
H -0.824 3.229 -1.073
H 2.047 3.514 -1.799
H 3.950 2.323 -1.427
H 4.315 0.511 0.540
H 2.425 -0.178 1.685
H -2.237 -1.058 -1.257
*
```

Summary:
Structure (SMILES): NCC(=O)N[C@@H](Cc1c[nH]c2ccccc12)C(=O)O
HOMO in eV: -8.08
E_LUMO in hartree: 0.018

---

## ii
Density functional theory data (ωB97M-V/def2-TZVPD) for one molecule with the formula C13H15N3O3.

Structure (ORCA input):
```
! wB97M-V def2-TZVPD RIJCOSX def2/J DEFGRID3
* xyz 0 1
N -1.354 -0.228 -2.214
C -0.525 0.124 -1.197
C 1.145 0.198 -1.319
C 1.935 -0.294 -0.141
C 2.113 0.451 1.025
N 2.852 -0.361 1.969
C 3.105 -1.626 1.423
C 3.618 -2.887 1.798
C 3.623 -4.002 1.052
C 3.289 -3.922 -0.289
C 2.756 -2.731 -0.717
C 2.445 -1.655 0.244
C -1.178 1.250 -0.403
O -0.439 1.657 0.612
N -2.340 1.761 -0.641
C -3.015 2.678 0.218
C -4.547 2.661 -0.038
O -5.456 3.248 0.708
O -4.960 1.912 -1.165
H -1.605 -1.333 -2.347
H -1.259 0.298 -3.027
H -0.654 -0.632 -0.486
H 1.205 1.360 -1.392
H 1.369 -0.336 -2.257
H 2.169 1.479 1.311
H 3.544 0.038 2.786
H 4.007 -3.144 2.908
H 3.739 -4.979 1.654
H 3.366 -4.575 -1.105
H 2.625 -2.354 -1.777
H -2.751 1.549 -1.643
H -2.802 2.600 1.371
H -2.728 3.789 -0.034
H -6.066 2.016 -0.940
*
```

Summary:
Structure (SMILES): N[C@@H](Cc1c[nH]c2ccccc12)C(=O)NCC(=O)O
HOMO in eV: -7.62
E_LUMO in hartree: 0.013

---

Which is most stable? The ranking, best first, is i, ii.